Here is C24H29N3O5S in the gas phase at a distorted geometry from the OMol25 dataset. Energies are from ωB97M-V/def2-TZVPD.

Results
Energy relative to the best compared isomer or geometry (same formula, charge and spin) = 78.1 kcal/mol
E_LUMO = 0.0 eV
HOMO-LUMO gap = 7.6903 eV
Electronic energy = -50900.3806 eV
Spin multiplicity = 1
SMILES = COc1ccc(/C=C/C(=O)N2CCN(c3ccccc3)CC2)cc1S(=O)(=O)N1CCOCC1

Cartesian coordinates (Å):
C: -1.946 -1.686 -1.811
H: -9.014 2.076 -3.198
N: -3.088 -1.004 -1.518
C: -3.220 0.157 -0.670
H: 2.701 -3.177 -1.858
C: 2.955 2.286 1.783
H: -0.951 -1.092 0.074
H: 6.532 1.630 0.712
H: 7.011 -2.374 2.167
C: 4.057 -1.847 0.942
H: -4.060 -2.060 -3.001
O: 1.597 0.165 3.181
H: -6.796 1.361 -3.892
C: -8.212 2.062 -2.474
H: -3.569 2.293 -0.947
H: -5.360 -0.088 -3.853
C: 1.640 -1.883 -0.521
C: -3.468 1.395 -1.555
C: 5.473 1.407 0.850
H: 6.012 -3.622 1.385
C: -6.957 1.644 -2.863
C: -0.790 -1.505 -0.908
H: -3.611 0.210 -3.892
H: 5.544 0.471 2.816
O: 5.177 -1.744 1.689
H: -2.600 1.524 -2.213
H: 4.780 -3.167 -0.598
C: -5.891 1.610 -1.956
C: 2.763 -2.596 -0.949
H: 3.166 3.276 2.203
H: 0.939 -0.577 1.061
H: -2.328 0.316 -0.068
C: 3.944 -2.591 -0.234
N: 3.695 1.307 2.542
H: 5.506 2.257 2.835
O: 4.769 2.435 0.185
C: 3.374 2.265 0.310
N: -4.627 1.234 -2.400
C: -7.401 2.462 -0.269
C: -4.244 -1.188 -2.372
C: 0.416 -1.936 -1.294
O: 3.758 -0.799 3.873
H: 0.488 -2.389 -2.275
O: -1.899 -2.460 -2.757
S: 2.966 -0.144 2.881
H: -5.359 2.033 0.095
H: 5.239 0.443 0.375
H: -4.077 0.002 -0.004
C: 6.284 -2.563 1.380
H: 3.070 1.311 -0.153
H: -9.431 2.799 -0.869
H: 6.720 -2.299 0.411
C: 2.941 -1.123 1.366
H: -7.564 2.780 0.751
H: -5.123 -1.362 -1.741
H: 2.919 3.093 -0.236
C: 5.123 1.356 2.342
H: 1.897 2.059 1.905
C: -8.448 2.472 -1.172
C: 1.762 -1.146 0.660
C: -6.142 2.035 -0.648
C: -4.476 0.061 -3.237


Here is a molecular structure, C24H29N6O5PdS2 at a distorted geometry from the OMol25 dataset. Energies are from ωB97M-V/def2-TZVPD.

Results
Charge = +1
E_LUMO = -2.9 eV
HOMO-LUMO gap = 7.2800 eV
Electronic energy = -69681.4051 eV
Spin multiplicity = 1

Cartesian coordinates (Å):
O: -1.485 -3.689 1.349
C: 3.964 0.208 -2.925
H: -4.545 -0.446 2.223
H: 3.563 4.498 3.141
O: 1.036 1.779 1.139
C: -4.633 -3.698 3.138
H: 4.819 -1.667 -2.409
C: -2.632 -3.215 1.901
S: -3.531 2.772 0.712
H: 2.374 -5.295 -0.585
C: 1.544 -3.157 -0.449
H: 2.636 -3.264 1.354
C: -2.130 2.195 -0.142
C: 0.013 -3.447 -2.009
C: 1.826 0.685 -2.078
H: 1.651 5.194 0.638
H: 3.613 2.998 -3.191
H: -3.907 5.121 0.755
H: -5.975 -2.042 3.457
C: -1.109 -3.230 -2.955
H: 3.065 2.120 -4.642
C: 1.440 2.430 2.088
H: 0.595 -5.581 -2.567
O: 0.781 1.358 -1.982
O: -0.938 -1.157 0.847
N: 0.365 -2.592 -1.134
H: 1.882 3.579 -0.064
H: -3.970 4.492 -0.904
N: 2.022 3.640 2.000
Pd: -0.155 0.026 -0.511
N: 1.855 -0.474 -1.392
C: 2.821 -1.340 -1.555
N: -2.791 0.157 0.548
H: -1.026 -2.917 0.958
H: 4.784 0.557 -3.538
H: -3.116 -5.148 2.658
H: 3.279 4.504 0.566
H: 1.466 -1.916 1.295
O: 2.784 -2.547 -1.071
C: 2.482 4.350 3.176
S: -1.197 3.391 -1.008
H: 1.880 2.746 -3.480
C: 1.662 -4.583 -0.974
H: -1.469 4.941 0.806
N: 2.896 1.053 -2.842
H: 2.002 5.327 3.248
C: -3.430 4.450 0.041
C: 1.641 -2.957 1.037
C: -3.027 -1.879 1.773
H: 1.353 2.070 3.124
C: -2.223 -0.900 1.017
C: -5.042 -2.371 3.019
H: -1.520 -2.230 -2.850
H: 0.912 -3.573 1.564
C: -4.245 -1.479 2.336
C: 2.222 4.265 0.708
C: 3.984 -0.992 -2.311
C: -3.442 -4.119 2.582
H: -1.829 5.670 -0.776
C: -1.966 4.787 -0.152
H: 2.236 3.777 4.068
C: 0.779 -4.719 -1.943
C: 2.868 2.314 -3.591
H: -1.894 -3.965 -2.762
N: -1.852 0.937 -0.162
H: -5.253 -4.411 3.668
H: -0.770 -3.391 -3.980


Here is a molecular structure, C24H29N8S3Zr from the OMol25 dataset. Energies are from ωB97M-V/def2-TZVPD.

Results
Energy relative to the best compared isomer or geometry (same formula, charge and spin) = 0.0 kcal/mol
Charge = +3
E_LUMO = -10.1 eV
HOMO-LUMO gap = 6.2060 eV
Electronic energy = -71042.5133 eV
Spin multiplicity = 1

Cartesian coordinates (Å):
C: 1.125 3.670 0.063
H: 6.043 2.697 -0.933
Zr: -1.317 -0.112 -0.148
C: 2.233 -2.993 0.455
C: 1.274 -1.759 -1.157
C: 3.403 2.081 -0.105
C: 4.606 0.460 -1.556
H: 5.467 -0.202 -1.650
C: -4.225 0.917 0.897
H: -3.683 -3.354 1.419
H: 1.626 -4.125 2.166
H: 4.453 3.959 -0.143
H: -5.509 4.002 1.474
H: 6.788 1.303 -0.172
S: 0.315 -0.667 -2.071
C: -4.783 3.241 1.223
H: -6.172 -2.855 1.151
C: 2.367 4.288 -0.009
S: -4.943 -2.221 -1.860
N: -4.093 -0.164 -3.395
H: 3.698 -0.143 -1.651
H: -5.858 -4.551 1.516
C: 4.625 0.156 0.934
N: 1.197 -2.100 0.160
C: -2.905 1.244 0.578
C: -2.562 2.612 0.589
N: 2.316 -2.448 -1.586
C: 5.942 1.986 -0.112
H: 2.460 5.365 0.014
H: -0.336 -2.485 1.349
H: -3.202 4.651 0.885
H: 4.620 0.644 1.910
N: -0.326 1.840 0.148
C: -3.930 -2.515 -0.491
C: -3.884 -0.923 -2.334
H: -6.254 -4.085 -0.125
C: 1.008 2.284 0.033
C: -4.223 -3.590 0.500
C: 3.486 3.483 -0.095
H: 3.329 -4.247 1.722
H: -3.460 0.581 -3.640
H: -3.804 -4.521 0.107
H: 3.748 -0.499 0.874
H: -6.155 1.625 1.519
N: -2.917 -1.709 -0.452
C: 2.146 1.494 -0.041
N: -2.868 -0.803 -1.498
H: -4.872 -0.331 -4.015
H: 2.050 0.417 -0.036
H: 2.742 -2.782 2.515
C: -5.718 -3.770 0.772
H: 5.511 -0.476 0.875
H: -4.555 -0.117 0.906
H: 6.022 2.527 0.832
H: 4.627 1.167 -2.386
C: -1.161 2.880 0.322
H: 2.702 -2.436 -2.523
S: -0.436 4.402 0.275
C: 2.486 -3.564 1.796
N: 2.915 -3.200 -0.620
C: -5.147 1.902 1.241
H: 0.633 -1.266 1.864
N: 0.180 -1.660 1.034
C: -3.484 3.604 0.890
C: 4.641 1.188 -0.204


Here is 2 unconnected molecules or ions with the total composition C24H29NO5 at a distorted geometry from the OMol25 dataset. Energies are from ωB97M-V/def2-TZVPD.

Results
Energy relative to the best compared isomer or geometry (same formula, charge and spin) = 32.2 kcal/mol
E_LUMO = -1.4 eV
HOMO-LUMO gap = 5.1907 eV
Electronic energy = -37084.8185 eV
Spin multiplicity = 1

Cartesian coordinates (Å):
H: -2.681 2.255 3.022
O: 2.279 -0.325 -6.533
C: -0.968 -0.139 -1.854
H: 3.922 0.951 -6.221
C: 0.824 0.882 -3.340
C: 0.201 1.861 4.795
C: 1.610 0.903 -4.494
H: 1.640 3.438 4.928
H: 0.681 3.212 6.389
H: -4.956 -0.693 1.487
C: 0.353 0.476 4.654
H: -3.239 2.270 1.223
H: 2.394 -3.074 -0.505
C: -1.784 1.774 3.407
O: -1.719 -2.578 -0.440
H: 1.695 -1.602 -1.230
H: 0.876 1.712 -2.623
H: 1.146 -0.039 5.208
H: 3.119 -1.834 2.191
H: -3.872 -1.654 0.435
C: 1.177 2.681 5.570
H: -1.822 -0.794 -2.063
C: -0.061 -1.282 -3.941
C: -1.518 0.413 3.102
C: -0.362 -0.658 -0.631
H: -0.711 -2.129 -3.698
C: 1.406 -1.809 0.918
H: 1.972 2.052 5.973
C: -2.865 1.465 0.581
O: 1.178 -0.402 1.179
H: -1.273 0.900 -1.670
H: 3.180 -1.493 -0.257
H: -2.315 -1.442 2.278
N: -3.032 0.140 1.189
C: 1.560 -0.200 -5.385
O: 0.117 -2.469 0.854
C: 2.215 -2.003 -0.355
H: -3.451 1.454 -0.350
H: 2.560 1.667 -7.149
H: 2.285 -3.412 2.020
O: 0.161 1.407 0.379
H: -1.813 1.676 0.334
C: -0.897 2.493 4.195
C: 3.133 0.748 -6.958
C: 0.725 -1.303 -5.078
H: 1.582 -2.120 3.041
C: 2.150 -2.334 2.133
C: -0.464 -0.235 3.796
H: -0.347 -1.313 3.669
C: -0.719 -1.947 -0.110
C: 0.326 0.193 0.293
C: -2.294 -0.343 2.175
H: 2.266 1.756 -4.694
H: 0.723 -2.161 -5.750
C: -4.179 -0.638 0.710
H: -4.592 -0.123 -0.164
H: 3.577 0.384 -7.889
H: -1.051 3.562 4.335
C: -0.046 -0.179 -3.080


Here is a molecular structure, C24H30As2Cl3KNO4P from the OMol25 dataset. Energies are from ωB97M-V/def2-TZVPD.

Results
Charge = -2
E_LUMO = 4.0 eV
HOMO-LUMO gap = 3.8529 eV
Electronic energy = -219906.2897 eV
Spin multiplicity = 1

Cartesian coordinates (Å):
Cl: 0.809 -1.185 -1.647
C: 2.716 3.568 2.606
O: -2.720 0.618 5.129
H: 1.438 -5.582 -3.607
C: 3.545 -1.106 0.533
C: -3.596 -1.081 -0.495
H: 4.247 4.543 3.754
H: 2.043 1.327 -0.872
C: 0.148 4.216 0.965
H: -3.935 1.754 0.687
Cl: 0.946 -5.919 1.215
As: 0.597 2.290 0.980
As: 2.069 -0.530 1.688
H: -3.965 2.659 -0.830
C: 1.192 -3.637 -2.671
H: -4.610 -1.193 -0.887
C: 1.219 -5.680 -1.442
H: 0.992 4.845 0.676
H: 1.277 -6.762 -1.383
P: -2.839 0.515 -1.030
H: -2.991 -1.916 -0.854
C: -2.335 -0.325 -3.610
C: 2.493 -1.594 3.272
C: 0.986 -3.496 -0.108
C: -4.596 0.769 -4.779
C: 3.890 3.602 3.348
H: -5.082 1.493 -2.826
C: 2.234 2.370 2.082
H: 2.247 3.100 -0.821
H: 0.786 2.365 -1.548
Cl: -2.155 0.856 3.830
H: 2.109 -2.589 3.043
H: -1.863 -1.065 -5.559
C: -4.370 0.932 -3.419
H: 1.977 -1.168 4.133
C: 1.038 -2.953 -1.492
C: -3.238 0.386 -2.815
C: -2.571 -0.501 -4.964
H: -0.661 4.358 0.247
C: -4.110 1.672 -0.388
H: 1.217 -3.070 -3.596
C: 4.112 1.233 3.060
O: -2.863 0.054 2.840
H: 5.519 2.448 4.143
K: -0.931 -1.033 1.435
C: 1.530 2.280 -0.753
H: 3.638 -0.418 -0.308
H: 2.178 4.494 2.449
H: -5.479 1.205 -5.233
C: 4.598 2.430 3.569
H: -3.643 -1.123 0.595
H: 3.569 -1.624 3.458
C: 2.931 1.175 2.324
C: 1.061 -4.977 -0.280
H: 4.664 0.318 3.251
H: 4.486 -1.131 1.087
H: 3.288 -2.098 0.165
H: -3.881 -0.082 -6.617
H: -0.218 4.503 1.951
C: -3.701 0.048 -5.557
O: -0.773 0.453 3.800
O: -2.279 2.246 3.487
H: -1.440 -0.742 -3.158
C: 1.304 -5.031 -2.686
H: -5.140 1.346 -0.552
N: 0.894 -2.860 0.987


Here is a molecular structure, C24H30CaF6NO25S2 at a distorted geometry from the OMol25 dataset. Energies are from ωB97M-V/def2-TZVPD.

Results
Charge = +2
E_LUMO (spin up / spin down) = -6.0 / -11.2 eV
HOMO-LUMO gap (spin up / spin down) = 7.9408 / 2.7693 eV
Electronic energy = -134444.1580 eV
Spin multiplicity = 2

Cartesian coordinates (Å):
H: 3.904 -4.160 3.482
C: -0.605 3.307 3.775
C: 2.005 0.744 -6.016
Ca: -2.735 -2.569 -2.300
O: 2.303 1.328 -7.246
H: 0.735 0.800 -8.281
O: -0.863 4.639 3.892
H: 3.028 -4.328 -4.661
C: -1.178 5.155 2.632
H: 3.444 -4.019 -2.473
O: -5.653 3.394 -2.385
H: 1.676 -2.240 3.599
C: 3.751 -2.336 1.375
C: -6.285 2.159 -1.889
C: -6.587 2.518 -0.470
H: -0.994 6.216 2.461
O: 2.650 -0.114 -5.450
H: 2.516 1.163 2.699
C: 2.736 -2.444 3.452
O: -0.584 -3.759 -2.828
H: -2.596 -4.638 3.591
O: -5.461 5.445 -1.632
H: 1.222 2.477 -8.541
H: 3.240 -2.169 -2.673
H: -1.043 3.994 0.860
H: 2.291 -4.581 2.804
C: 3.156 1.828 3.278
O: -0.506 3.043 2.497
C: -1.887 -4.114 0.862
F: -3.308 1.586 -2.123
O: 1.561 -3.218 -2.218
C: -0.114 -0.958 0.978
H: -2.883 -6.310 2.849
C: -5.825 4.356 -1.501
O: -6.567 3.944 -0.478
F: -1.463 2.778 -2.865
C: 5.114 0.989 3.843
O: 3.531 -3.627 1.640
O: 1.000 1.326 -5.669
C: -2.493 -5.299 2.730
H: -0.656 1.742 -6.436
C: 0.369 2.092 -6.561
C: 2.581 -3.431 -4.234
O: -2.044 -3.468 -0.180
H: 2.696 2.357 6.866
C: 3.138 1.381 4.822
H: 2.791 2.849 3.164
O: 4.503 1.617 2.836
C: -0.913 -5.397 2.479
H: -0.609 -6.439 2.375
H: -0.425 -4.912 3.324
O: -0.688 -0.614 -3.494
O: -1.580 1.411 0.064
H: -2.267 5.102 2.640
O: 4.454 0.914 4.936
H: 2.712 -2.550 -4.862
O: 4.333 -1.813 0.404
H: 0.416 3.149 -6.299
H: -7.139 1.769 -2.442
O: 1.158 -3.625 -4.261
C: -2.177 1.658 -2.879
O: 0.312 0.867 -1.909
S: -0.890 0.198 -2.344
H: 2.413 0.599 5.044
C: 2.829 2.715 5.845
F: 0.373 -1.837 0.139
O: -0.377 2.600 4.765
C: -0.429 4.218 1.732
O: -2.874 -4.555 1.594
H: -5.891 2.178 0.296
O: 6.244 0.624 3.677
F: 0.765 0.074 0.979
O: -2.861 -0.432 1.014
F: -2.396 1.601 -4.198
H: 0.596 4.585 1.682
N: -1.897 -0.815 -1.164
C: 2.832 -3.173 -2.787
S: -1.730 -0.079 0.186
C: 0.601 -3.547 -3.048
C: 1.152 1.683 -7.796
O: 3.292 -1.687 2.417
H: 3.376 3.603 5.528
H: 1.791 2.966 5.629
H: 3.243 -2.300 4.406
C: 3.014 -3.784 2.977
F: -0.447 -1.445 2.177
H: -7.621 2.239 -0.266
H: -5.510 1.398 -1.795
O: -0.798 -4.595 1.359


Here is a molecular structure, C24H30FFeN4O9 from the OMol25 dataset. Energies are from ωB97M-V/def2-TZVPD.

Results
Energy relative to the best compared isomer or geometry (same formula, charge and spin) = 19.3 kcal/mol
E_LUMO (spin up / spin down) = -2.0 / -2.0 eV
HOMO-LUMO gap (spin up / spin down) = 4.6248 / 4.6696 eV
Electronic energy = -86866.0630 eV
Spin multiplicity = 6

Cartesian coordinates (Å):
H: 5.865 0.938 -5.231
N: -0.611 2.168 -2.173
H: 1.243 4.914 -3.063
C: 1.018 -0.871 -0.888
H: 6.870 -0.179 -3.368
O: -3.296 -0.065 3.185
C: -4.937 -2.760 3.561
O: -1.382 -4.913 2.539
C: -2.747 -3.727 4.109
C: 6.347 1.134 -1.856
C: -0.926 4.641 -2.591
O: -0.756 -0.168 2.030
C: -0.318 3.330 -2.970
H: 5.415 2.261 -4.117
H: -2.426 -1.614 5.473
C: 0.546 4.420 -2.400
C: 4.324 0.431 -3.769
C: -3.534 -0.130 4.447
C: -1.879 1.954 -1.713
C: -2.266 0.883 -0.984
H: -1.265 5.280 -3.392
C: 2.676 0.496 -1.989
N: 6.694 0.828 -3.291
C: -1.875 -3.842 2.842
C: 0.373 1.225 -1.927
O: -1.678 -2.741 2.204
H: -5.453 -1.799 3.621
F: 3.263 -1.579 -1.000
H: -5.963 -3.413 1.782
H: 0.889 4.289 -1.383
H: -1.533 4.675 -1.699
C: 5.096 0.356 -1.502
H: -2.611 2.716 -1.943
H: -5.545 -3.488 4.132
O: -3.808 0.819 5.158
C: 0.038 0.062 -1.224
H: 6.184 2.209 -1.798
N: 4.025 0.760 -2.389
C: -3.683 0.823 -0.432
C: -3.438 -1.538 5.069
C: 5.560 1.186 -4.215
C: 0.147 -0.440 3.043
Fe: -2.394 -1.002 1.755
H: 0.482 -1.485 3.016
H: 7.200 0.847 -1.244
C: 1.704 1.423 -2.317
C: -1.335 -0.181 -0.768
H: -3.280 -4.676 4.239
H: -4.848 -1.509 1.099
H: 0.729 -1.749 -0.324
O: -4.312 -2.307 1.227
H: 2.000 2.330 -2.824
H: -0.217 3.121 -4.031
C: 2.308 -0.652 -1.278
H: 3.491 0.719 -4.407
N: -3.617 -2.592 4.113
H: 4.827 0.584 -0.471
O: -3.814 0.081 0.591
H: 4.481 -0.654 -3.907
H: 1.024 0.216 2.946
H: -2.046 -3.649 4.944
C: -4.936 -3.223 2.110
O: -4.542 1.491 -0.994
H: 7.553 1.304 -3.569
O: -1.611 -1.255 -0.210
H: -4.383 -4.158 2.003
H: 5.311 -0.722 -1.550
H: -0.287 -0.259 4.038
H: -4.129 -1.575 5.921